(1)
The following is a DFT calculation (wB97M-V/def2-TZVPD) of C2HCl2FS in the gas phase at a distorted geometry.

Geometry as ORCA input:
```
! RIJCOSX wB97M-V def2-TZVPD def2/J DEFGRID3
* xyz 0 1
Cl 0.54865 1.90277 -0.56715
Cl 1.59623 -0.68390 -0.98659
S -2.29635 0.08639 -0.49953
F 1.10170 0.19861 1.27567
C 0.56178 0.29180 -0.00027
C -0.89158 -0.43098 0.11919
H -0.62042 -1.36469 0.65868
*
```

Kohn-Sham gap in eV: 8.529
HOMO level in eV: -9.641

(2)
The following is a DFT calculation (wB97M-V/def2-TZVPD) of C26H24N4O5 in the gas phase at a distorted geometry.

Geometry as ORCA input:
```
! RIJCOSX wB97M-V def2-TZVPD def2/J DEFGRID3
* xyz 0 1
O 3.38250 -0.89258 2.80542
O -2.89567 -1.85934 1.36636
O -1.47786 4.45756 -2.62343
O 3.14202 -2.07751 0.51109
O -0.05680 -1.70778 -2.34300
N -1.85106 2.48474 -1.57357
N -1.74300 -2.56600 -0.43238
N -1.72892 1.17947 -1.46499
N -1.92503 -1.37198 -1.12958
C -0.64659 3.33355 1.27691
C -1.44681 1.00041 2.53557
C -1.07838 0.47557 -2.33816
C 3.55577 -0.19865 4.01453
C -1.33402 3.25025 -2.60934
C 2.22960 -1.59178 2.62133
C 2.10532 -2.24279 1.37146
C -0.62721 2.47233 -3.62966
C -0.32713 1.67895 2.98434
C 3.02407 -2.60532 -0.79053
C -1.37462 -3.72847 1.63813
C 1.20447 -1.70460 3.54290
C -0.07584 -3.06259 2.02681
C -2.10517 -2.63728 0.87934
C 0.59808 2.41750 -5.69413
C 0.96598 -2.97816 1.10305
C 0.23042 0.37122 -4.47795
C -0.47038 1.07847 -3.49461
C 0.75610 1.03875 -5.56101
C -2.16765 1.49095 1.46196
C -0.08537 3.13024 -4.73499
C -0.94321 -0.95609 -1.96555
C 0.06859 2.84894 2.35840
C 0.05286 -2.42010 3.24168
C -2.48471 3.12116 -0.42065
C -1.77199 2.65888 0.82321
H 4.52851 0.28463 3.93859
H -0.22115 4.19850 -4.80878
H -1.75978 0.08225 3.00777
H 1.01428 2.92531 -6.55115
H 0.23505 1.29642 3.82328
H -0.74550 -2.46880 3.96590
H 1.27998 -1.22530 4.50559
H 3.92231 -2.28545 -1.31568
H 0.94099 3.38274 2.70629
H 1.29625 0.48874 -6.31727
H -1.94947 -4.00435 2.52036
H 0.35695 -0.69346 -4.36684
H -3.53894 2.83252 -0.39600
H 2.78372 0.56547 4.15462
H -2.39794 4.19859 -0.57245
H -3.04130 0.95497 1.12317
H -0.94052 -3.07228 -0.79386
H 2.14317 -2.21601 -1.31137
H 2.98853 -3.70004 -0.77764
H -0.32909 4.23859 0.77881
H 0.88571 -3.50062 0.16237
H -2.49706 -0.69143 -0.63841
H -1.20946 -4.60201 1.00914
H 3.55640 -0.87694 4.87458
*
```

Kohn-Sham gap in eV: 7.948
HOMO level in eV: -8.104

(3)
The following is a DFT calculation (wB97M-V/def2-TZVPD) of C5H8O in the gas phase at a distorted geometry.

Geometry as ORCA input:
```
! RIJCOSX wB97M-V def2-TZVPD def2/J DEFGRID3
* xyz 0 1
O 0.54003 0.34983 1.22224
C -0.31822 0.36649 0.13552
C -1.71468 -0.04036 0.51354
C 1.44122 -0.57315 0.63425
C 0.18171 0.99367 -1.06139
C 1.16538 -0.27007 -0.83388
H 2.43208 -0.51878 1.10692
H -2.46338 0.11757 -0.26688
H 0.73685 1.91434 -1.09654
H -2.03000 0.52645 1.40327
H 1.33805 -1.12498 -1.50079
H 1.03820 -1.58422 0.83641
H -0.65043 1.01387 -1.80501
H -1.71023 -1.09377 0.81438
*
```

Kohn-Sham gap in eV: 8.624
HOMO level in eV: -7.652

(4)
The following is a DFT calculation (wB97M-V/def2-TZVPD) of 2 unconnected molecules or ions with the total composition C4H14N2 at a distorted geometry.

Geometry as ORCA input:
```
! RIJCOSX wB97M-V def2-TZVPD def2/J DEFGRID3
* xyz 0 1
N 0.93420 3.06531 -4.62721
N -0.07911 -4.48777 3.97577
C 1.32003 -4.27850 4.36435
C 0.18165 4.26113 -4.24142
C -0.91582 -3.43044 4.47647
C -1.31440 4.09877 -4.52792
H -0.74709 -2.40322 4.10704
H -0.07634 -4.48381 2.96110
H -1.99437 -3.58898 4.43948
H 1.70676 -3.25736 4.38433
H -1.72107 3.26468 -3.95577
H -0.75036 -3.25652 5.54789
H 0.70531 2.42309 -3.87157
H 1.92693 3.21776 -4.46270
H 0.29783 4.43671 -3.16446
H -1.43479 3.72299 -5.54925
H 1.39776 -4.64749 5.39674
H 1.98460 -4.94475 3.81581
H 0.41390 5.24404 -4.64736
H -1.83560 5.04437 -4.42132
*
```

Kohn-Sham gap in eV: 10.209
HOMO level in eV: -9.045

(5)
The following is a DFT calculation (wB97M-V/def2-TZVPD) of C5H6N2 in the gas phase at a distorted geometry.

Geometry as ORCA input:
```
! RIJCOSX wB97M-V def2-TZVPD def2/J DEFGRID3
* xyz 0 3
N 0.45863 0.89533 0.64767
N -3.05313 -0.27989 0.76124
C -0.19087 -0.21862 -1.20469
C -2.06126 0.04193 0.27234
C 0.87527 -0.84743 -0.70515
C 1.27157 -0.23815 0.59631
C -0.60481 0.83272 -0.31450
H -0.82506 -0.66335 -1.89388
H 2.43995 0.02916 0.68302
H -1.05290 1.81758 -0.60684
H 0.09610 1.30291 1.58524
H 1.20709 -1.00784 1.37791
H 1.43942 -1.66436 -1.19867
*
```

Kohn-Sham gap (spin up / spin down) in eV: 6.430 / 7.346
HOMO level (spin up / spin down) in eV: -5.673 / -9.809
Expectation value of S²: 2.008

(6)
The following is a DFT calculation (wB97M-V/def2-TZVPD) of a molecular structure, C22H27OSm at a distorted geometry.

Geometry as ORCA input:
```
! RIJCOSX wB97M-V def2-TZVPD def2/J DEFGRID3
* xyz -2 6
Sm -0.02399 -0.19801 0.12236
O -0.06413 -1.10317 -1.92185
C -1.26461 2.11805 0.22096
C 0.46956 -2.35770 -2.44510
C 2.56779 -0.54017 0.51310
C 0.57313 0.61288 -3.77290
C 0.32953 -2.50176 5.97723
C 1.37412 -2.87516 5.11520
C -0.88501 -2.04816 5.43441
C 2.08360 0.31838 1.55255
C 2.48003 0.17245 -0.72495
C -0.00628 -2.32810 3.16676
C 1.22623 -2.75953 3.73857
C -0.21856 -0.65096 -3.54445
C -1.64182 1.39720 1.39517
C -1.81896 1.45285 -0.91123
C 1.94841 1.47270 -0.45232
C -1.69422 -0.58503 -3.86559
C -2.46126 0.29618 0.98814
C -0.17971 -2.28788 1.74217
C -2.55745 0.31996 -0.43804
C 1.71406 1.56235 0.95678
C 0.44217 -1.97805 -3.92084
C -1.04988 -1.94101 4.05750
H 1.36239 2.44480 1.48939
H 2.04779 -3.02282 3.06839
H 1.61203 0.48912 -3.44286
H 2.85018 -0.17507 -1.68914
H 2.03345 0.07032 2.61367
H -0.21696 -3.17328 -2.18332
H -2.96903 -0.40733 1.65071
H -1.98504 -1.56624 3.63662
H -1.20561 -2.39978 1.36073
H 1.47554 -2.53044 -2.04118
H 2.30721 -3.26017 5.53214
H -1.39871 1.66960 2.42585
H -0.19782 -2.61742 -4.53719
H -0.69808 3.04941 0.18151
H 2.97971 -1.54239 0.63910
H -2.10864 0.37642 -3.54447
H -1.70595 -1.78235 6.10502
H 0.46022 -2.56341 7.05895
H 1.83181 2.27544 -1.18092
H 0.12205 1.44865 -3.21869
H 0.59467 -2.79556 1.14982
H 0.55784 0.85467 -4.84741
H -2.23559 -1.39573 -3.36002
H 1.43516 -1.85844 -4.36680
H -3.14028 -0.36336 -1.06102
H -1.82830 -0.68919 -4.95389
H -1.78037 1.80644 -1.94262
*
```

Kohn-Sham gap (spin up / spin down) in eV: 1.882 / 1.878
HOMO level (spin up / spin down) in eV: 2.401 / 2.404
Expectation value of S²: 8.762